Below is a 10-piece molecular cluster, C90H190N10O10 overall, with properties calculated with wB97M-V/def2-TZVPD.

Each line ends with the Löwdin charge.
Cartesian coordinates (Å):
C -0.7021 -5.9405 -6.7011  -0.0482
C -0.5594 -4.6241 -5.9517  -0.4963
C -0.4166 -4.9688 -4.4408  -0.1356
C -0.0114 -3.7681 -3.5969  -0.1409
C 1.3385 -3.1889 -4.1576  -0.1231
C 1.3620 -2.8853 -5.6397  -0.5520
N 0.7968 -4.0421 -6.3805  -0.0300
O 0.7614 -3.7326 -7.8029  -0.0524
C 0.5831 -1.5753 -5.8712  -0.0381
C 2.7501 -2.6840 -6.1040  -0.0393
C -1.7730 -3.8009 -6.3088  -0.0288
H -0.8830 -5.7683 -7.7619  0.0831
H -1.5946 -6.4319 -6.2882  0.0901
H 0.2094 -6.5379 -6.5644  0.0934
H -1.3825 -5.3939 -4.1618  0.1007
H 0.2763 -5.8122 -4.4596  0.1110
H 0.3004 -4.1128 -2.6080  0.0873
H -0.8029 -3.0103 -3.5775  0.0882
H 2.1170 -3.9522 -4.0222  0.1095
H 1.7840 -2.3908 -3.5202  0.1237
H 1.0170 -0.7495 -5.3129  0.0886
H 0.4270 -1.2281 -6.8772  0.0712
H -0.4129 -1.6517 -5.4212  0.0523
H 2.7952 -2.7359 -7.2092  0.0953
H 3.2203 -1.7301 -5.8584  0.0958
H 3.2310 -3.5516 -5.7206  0.0758
H -2.6802 -4.3831 -6.4236  0.0905
H -1.6109 -3.2787 -7.2300  0.0694
H -1.9979 -3.0926 -5.5190  0.0704
H 0.1145 -3.0216 -7.9953  0.0789
C 5.1190 -5.3439 0.2060  -0.0466
C 4.8584 -3.9410 -0.2564  -0.5130
C 3.8960 -3.3028 0.7800  -0.1574
C 3.7192 -1.8512 0.5542  -0.1740
C 5.1149 -1.0960 0.6503  -0.1091
C 6.1334 -1.6487 -0.3497  -0.4704
N 6.1434 -3.1768 -0.2291  -0.0538
O 7.0882 -3.7548 -1.1944  -0.0488
C 5.7715 -1.2551 -1.8463  -0.0131
C 7.5290 -1.1103 0.0061  -0.0342
C 4.1427 -3.9733 -1.6015  -0.0262
H 5.8084 -5.4636 1.0822  0.1068
H 5.6812 -5.8624 -0.5883  0.0859
H 4.2457 -5.9502 0.2951  0.0540
H 2.9762 -3.8443 0.8699  0.0834
H 4.3781 -3.5821 1.7028  0.1138
H 3.2283 -1.3525 1.4228  0.0953
H 3.0849 -1.5846 -0.3368  0.0980
H 5.4932 -1.1723 1.6733  0.1202
H 4.8207 -0.0766 0.4374  0.0993
H 4.7233 -1.2921 -2.0652  0.0481
H 6.1899 -0.2703 -2.0832  0.0653
H 6.3211 -1.9251 -2.5269  0.0823
H 8.2115 -1.3074 -0.8054  0.0710
H 7.3902 -0.0440 0.1750  0.0755
H 7.8294 -1.7320 0.8754  0.0964
H 3.2610 -4.6018 -1.6271  0.0756
H 4.8589 -4.1753 -2.4137  0.0978
H 3.7101 -2.9791 -1.7700  0.0491
H 7.8004 -4.1122 -0.6250  0.1104
C -4.1682 4.2444 -8.1855  -0.0183
C -2.6585 3.9262 -8.0499  -0.4994
C -1.9190 4.7385 -6.9723  -0.1654
C -2.3181 4.4239 -5.5930  -0.1992
C -2.0313 2.9719 -5.2611  -0.1207
C -2.6873 2.0215 -6.2992  -0.4872
N -2.4294 2.5023 -7.7161  -0.1186
O -3.0044 1.7117 -8.7097  -0.0304
C -2.1200 0.6004 -6.2245  -0.0299
C -4.1707 1.9954 -6.0877  -0.0396
C -1.9362 4.2648 -9.3782  -0.0406
H -4.6701 4.2921 -7.2106  0.0604
H -4.6545 3.4652 -8.7969  0.0876
H -4.2122 5.1959 -8.7455  0.0886
H -0.8699 4.5655 -7.1292  0.1148
H -1.9721 5.8017 -7.2139  0.1278
H -3.3405 4.7730 -5.3429  0.1068
H -1.6006 4.9955 -4.9750  0.1238
H -2.4536 2.6274 -4.2968  0.1086
H -0.9590 2.7821 -5.2121  0.1195
H -2.6226 -0.0220 -6.9607  0.0828
H -1.0968 0.6536 -6.5985  0.0767
H -2.1144 0.1198 -5.2500  0.0730
H -4.5696 1.5381 -6.9960  0.1002
H -4.3094 1.3895 -5.1965  0.0772
H -4.5936 2.9874 -5.8191  0.0671
H -2.4255 3.7755 -10.2275  0.0820
H -0.8967 3.9867 -9.2969  0.0771
H -1.9668 5.3409 -9.5889  0.0851
H -2.2114 1.3796 -9.1436  0.1127
C 1.4939 4.1599 2.4281  -0.0143
C 2.4161 3.2691 3.3114  -0.4448
C 3.6429 4.0927 3.7436  -0.1445
C 3.3205 5.1757 4.7380  -0.1808
C 2.6054 4.5999 5.9205  -0.1716
C 1.3751 3.7932 5.6379  -0.4998
N 1.7820 2.7867 4.6217  -0.0616
O 0.6889 1.9229 4.2213  -0.0402
C 1.0677 2.9383 6.8998  -0.0189
C 0.2090 4.7130 5.2424  -0.0135
C 2.9757 1.9897 2.6370  -0.0063
H 1.4102 5.2027 2.7563  0.0730
H 0.4460 3.8385 2.4500  0.0699
H 1.8109 4.1854 1.3725  0.0676
H 4.3072 3.4156 4.3023  0.1301
H 4.1338 4.4872 2.8607  0.0988
H 2.8168 6.0375 4.2978  0.1116
H 4.2839 5.4152 5.1546  0.1110
H 2.4253 5.3268 6.7207  0.1338
H 3.2317 3.9333 6.4874  0.1147
H 0.0252 2.5992 6.9310  0.0550
H 1.7058 2.0488 6.8522  0.0750
H 1.2003 3.4782 7.8412  0.0924
H -0.4208 4.1856 4.5314  0.0593
H -0.4522 5.0017 6.0776  0.0974
H 0.5550 5.6292 4.8002  0.0662
H 3.5735 2.2813 1.7764  0.0711
H 2.1012 1.4263 2.3555  0.0424
H 3.5092 1.5245 3.4872  0.0961
H 0.8522 1.1654 4.7980  0.0815
C 4.1177 6.5504 0.2920  -0.0478
C 4.2603 6.1072 -1.1351  -0.4709
C 5.3940 6.8997 -1.8004  -0.1537
C 6.7839 6.5434 -1.3832  -0.1830
C 7.0321 5.0436 -1.6190  -0.1194
C 5.9746 4.1336 -0.9256  -0.4870
N 4.5645 4.6139 -1.1985  -0.0933
O 3.6831 3.9287 -0.3550  -0.0852
C 6.0608 2.7313 -1.4805  -0.0473
C 6.1206 4.1865 0.6383  -0.0132
C 2.9129 6.3613 -1.9292  -0.0183
H 3.6245 7.5311 0.3708  0.0969
H 5.0181 6.7846 0.8463  0.0777
H 3.5398 5.8843 0.8722  0.0456
H 5.2094 6.8009 -2.8591  0.1129
H 5.1874 7.9518 -1.5770  0.1265
H 7.0126 6.8284 -0.3608  0.1000
H 7.5436 7.0486 -1.9894  0.1146
H 8.0517 4.7222 -1.3824  0.1243
H 6.8421 4.8210 -2.6815  0.1190
H 5.7442 2.8944 -2.5167  0.0917
H 7.0781 2.3471 -1.3576  0.0897
H 5.3608 2.0311 -1.0376  0.0645
H 6.6453 5.0819 0.9730  0.0710
H 5.2049 3.9558 1.1467  0.0369
H 6.9001 3.4032 0.8037  0.0916
H 2.0921 5.7796 -1.4900  0.0705
H 3.0752 5.9405 -2.9396  0.0827
H 2.6701 7.4213 -2.0011  0.0794
H 3.2421 3.3074 -0.9731  0.1150
C 1.0905 -5.8977 0.9878  -0.0250
C 0.6918 -7.2777 0.3646  -0.5540
C 0.0509 -8.0755 1.4856  -0.1306
C -1.4188 -7.7300 1.7176  -0.1833
C -2.2937 -7.6852 0.4936  -0.1560
C -1.7878 -6.6869 -0.5280  -0.4715
N -0.2821 -7.1490 -0.7609  -0.0265
O 0.2496 -6.2504 -1.7652  -0.0818
C -2.5532 -6.9920 -1.8696  -0.0107
C -1.9498 -5.2614 -0.1563  -0.0535
C 1.8699 -7.9647 -0.1487  -0.0529
H 1.3329 -5.2073 0.1573  0.0751
H 1.9476 -6.0698 1.6297  0.0782
H 0.2435 -5.4930 1.5154  0.0509
H 0.2147 -9.1506 1.3255  0.1250
H 0.6054 -7.8285 2.3929  0.1158
H -1.6238 -6.8727 2.3830  0.1111
H -1.7852 -8.5768 2.3159  0.1127
H -3.3165 -7.4385 0.7259  0.1241
H -2.1260 -8.6307 -0.0356  0.1268
H -2.2132 -6.2452 -2.5592  0.0435
H -2.2862 -7.9890 -2.1452  0.0750
H -3.6290 -6.9357 -1.6518  0.0939
H -1.8795 -5.0064 0.9041  0.0723
H -1.2748 -4.6159 -0.7220  0.0640
H -2.9737 -4.8824 -0.3784  0.1041
H 2.6019 -8.0894 0.6327  0.0902
H 2.3249 -7.3937 -0.9899  0.0947
H 1.4926 -8.8976 -0.5660  0.0945
H 0.3909 -6.7757 -2.5744  0.1016
C 2.4596 -1.5871 8.1783  -0.0316
C 1.8982 -1.9000 6.7839  -0.4203
C 2.9532 -1.4222 5.6955  -0.0995
C 2.6942 -1.9096 4.3058  -0.1982
C 2.4316 -3.3526 4.2478  -0.1644
C 1.3408 -3.8867 5.1498  -0.5124
N 1.6254 -3.3444 6.5136  -0.0941
O 0.7468 -3.9349 7.4291  -0.0490
C -0.0302 -3.4798 4.5771  -0.0137
C 1.5248 -5.3794 5.2099  -0.0315
C 0.5207 -1.1179 6.7753  -0.0405
H 1.7613 -2.0317 8.8644  0.0731
H 2.4638 -0.5331 8.3592  0.0725
H 3.4304 -2.0111 8.4046  0.0851
H 2.7883 -0.3633 5.6828  0.0957
H 3.9810 -1.5809 5.9512  0.1154
H 3.4711 -1.6243 3.6031  0.1079
H 1.7952 -1.4098 4.0182  0.0915
H 3.3275 -3.9709 4.4368  0.1332
H 2.1087 -3.5967 3.2289  0.1134
H 0.0266 -2.5089 4.0759  0.0563
H -0.4374 -4.2333 3.8871  0.0806
H -0.7965 -3.4333 5.3656  0.0793
H 1.3502 -5.8029 4.2097  0.0788
H 2.5343 -5.5604 5.5661  0.0886
H 0.8921 -5.8628 5.9449  0.0810
H 0.0562 -1.1429 5.7712  0.0720
H 0.6190 -0.0712 7.0810  0.0639
H -0.2545 -1.5100 7.4404  0.0688
H -0.1632 -3.4954 7.3603  0.1091
C -6.6760 0.3229 -3.1700  -0.0554
C -6.8478 1.4577 -2.2148  -0.5124
C -6.1437 1.0362 -0.8841  -0.1229
C -5.7406 2.2191 -0.0582  -0.2064
C -5.0126 3.2569 -0.8026  -0.1542
C -5.7406 3.8317 -2.0113  -0.5041
N -6.1261 2.5932 -2.8924  -0.0842
O -6.8205 3.0444 -4.0183  -0.0357
C -6.9747 4.5838 -1.6408  -0.0385
C -4.7363 4.6686 -2.7494  -0.0354
C -8.3361 1.8091 -1.9824  -0.0190
H -7.1002 -0.5892 -2.7402  0.0944
H -5.5869 0.2762 -3.3749  0.0834
H -7.1468 0.5744 -4.1199  0.0834
H -6.8984 0.4165 -0.4141  0.1226
H -5.2666 0.4712 -1.1681  0.1049
H -5.1115 1.7747 0.6939  0.0918
H -6.6126 2.6098 0.4501  0.1105
H -4.0327 2.8620 -1.1075  0.1151
H -4.6982 4.0818 -0.1613  0.1281
H -7.6246 4.0577 -0.9574  0.0624
H -6.6750 5.5571 -1.1892  0.1066
H -7.6228 4.7996 -2.4817  0.0831
H -4.0160 3.9292 -3.1160  0.0733
H -5.3422 5.0879 -3.5570  0.0881
H -4.2976 5.4592 -2.1423  0.0964
H -8.4394 2.0223 -0.8675  0.0945
H -9.0218 1.0178 -2.2643  0.0773
H -8.5842 2.7189 -2.5331  0.0676
H -6.2618 2.7356 -4.7339  0.0643
C -4.3756 2.1301 7.9436  -0.0344
C -3.7419 1.1122 7.0089  -0.4963
C -4.7274 -0.0824 6.7076  -0.1172
C -5.7992 0.3089 5.6960  -0.1897
C -5.2423 1.0116 4.4707  -0.1524
C -4.2291 2.1088 4.6874  -0.4842
N -3.2235 1.6453 5.7097  -0.0679
O -2.2518 2.7040 5.8938  -0.0648
C -3.4490 2.3644 3.3851  -0.0311
C -4.8831 3.4829 5.1848  -0.0043
C -2.5055 0.5166 7.6728  -0.0488
H -5.4234 2.3143 7.7657  0.0651
H -3.8114 3.0602 7.8556  0.0864
H -4.3150 1.8330 8.9893  0.0856
H -4.2165 -0.9795 6.2884  0.1242
H -5.1876 -0.4286 7.6609  0.1273
H -6.6116 0.9007 6.1344  0.1108
H -6.2680 -0.5690 5.2949  0.0991
H -6.0585 1.3719 3.8361  0.1233
H -4.6714 0.3128 3.7962  0.1257
H -4.1745 2.5648 2.5682  0.0746
H -2.8126 3.2366 3.5474  0.0754
H -2.8412 1.4844 3.0943  0.0826
H -5.6457 3.3668 5.9463  0.0621
H -4.0895 4.0657 5.6219  0.0624
H -5.1701 3.9906 4.2720  0.0734
H -1.8660 1.3308 8.0012  0.0763
H -1.9702 -0.0625 6.9268  0.0623
H -2.7721 -0.0951 8.5255  0.0880
H -1.4707 2.3571 5.4387  0.0640
C -2.0894 -1.4366 1.6189  -0.0214
C -1.1002 -1.1298 0.4140  -0.4330
C -1.8536 -1.3975 -0.8587  -0.1457
C -1.3448 -0.7028 -2.0654  -0.1988
C -1.1470 0.7622 -1.8665  -0.1452
C -0.1346 1.0257 -0.8013  -0.5133
N -0.6738 0.3567 0.4726  -0.0161
O 0.2812 0.4456 1.5661  -0.0880
C 1.2153 0.5094 -1.1755  -0.0230
C -0.0619 2.4981 -0.4529  -0.0145
C 0.1151 -2.0934 0.6767  -0.0177
H -2.6129 -2.3654 1.4816  0.0659
H -2.8325 -0.6565 1.6537  0.0569
H -1.5575 -1.4921 2.5990  0.0780
H -1.8692 -2.4879 -0.9738  0.1089
H -2.8840 -1.0741 -0.6091  0.1247
H -2.1376 -0.8158 -2.8076  0.1098
H -0.4981 -1.1978 -2.5665  0.0956
H -2.0525 1.2708 -1.5456  0.1117
H -0.9305 1.2747 -2.8302  0.1291
H 1.6673 1.1440 -1.9216  0.0871
H 1.8464 0.5782 -0.2853  0.0848
H 1.1672 -0.4975 -1.5442  0.0550
H 0.4991 3.0456 -1.2108  0.0878
H -1.0273 3.0125 -0.3937  0.0929
H 0.4160 2.5981 0.4973  0.0393
H 0.7792 -2.0945 -0.1928  0.0640
H -0.1704 -3.1229 0.9674  0.0685
H 0.6555 -1.6313 1.5221  0.0660
H -0.0398 1.2763 1.9657  0.0781

Electronic energy   -131774.4793 eV
Charge   0
Energy above the lowest of the compared OMol25 structures with the same formula, charge and spin   1.941 eV
LUMO level   0.013 hartree
SMILES   CC1(C)CCCC(C)(C)N1O.CC1(C)CCCC(C)(C)N1O.CC1(C)CCCC(C)(C)N1O.CC1(C)CCCC(C)(C)N1O.CC1(C)CCCC(C)(C)N1O.CC1(C)CCCC(C)(C)N1O.CC1(C)CCCC(C)(C)N1O.CC1(C)CCCC(C)(C)N1O.CC1(C)CCCC(C)(C)N1O.CC1(C)CCCC(C)(C)N1O
HOMO-LUMO gap   8.74 eV